Record 1
A molecular structure, C28H9BrCl88N2O2P at a distorted geometry, computed with ωB97M-V/def2-TZVPD.

```
131
Properties=species:S:1:pos:R:3:forces:R:3:mulliken_charge:R:1
C 7.24879 -4.41461 4.13663 -0.363 0.854 0.363 -1.172
C 6.11893 -3.34411 4.00185 -2.328 -1.432 -0.464 -0.175
C 4.73601 -3.78786 4.28589 -0.117 2.723 -1.002 -0.454
C 3.59572 -2.82989 4.22532 2.823 -0.030 -1.525 0.534
P 1.92853 -3.51360 4.67069 -2.299 -0.707 2.397 0.868
N 1.94078 -3.69990 6.22706 0.320 0.486 -1.674 -0.740
O 1.72956 -4.95537 3.84700 1.439 2.660 -0.047 -0.493
O 0.64506 -2.55770 4.27235 1.681 -1.184 -0.991 -0.345
C 3.92555 -1.43657 3.85414 1.832 -1.325 0.093 0.090
Br 2.55721 -0.07270 3.79394 1.256 -0.805 -0.050 -0.090
C 5.31979 -1.07882 3.55295 -1.778 -0.985 0.908 0.019
N 6.33170 -2.03227 3.63359 -1.856 -0.679 0.138 0.359
H 8.20568 -3.87440 4.39330 -0.871 -0.887 -0.301 0.370
H 7.35708 -5.07357 3.23810 -0.082 0.907 0.543 0.354
H 6.93344 -5.09091 4.98259 0.542 0.846 -0.780 0.331
H 4.53557 -4.84067 4.59165 0.377 1.018 -0.280 0.367
H 1.17746 -3.17079 6.65627 0.255 -0.340 0.071 0.258
H 2.27159 -4.86984 3.03088 -0.537 -0.532 0.235 0.317
H 0.29234 -2.74556 3.37866 0.063 0.175 0.359 0.280
H 5.61218 -0.01915 3.25873 -0.305 -2.170 0.740 -0.144
H 7.28783 -1.74488 3.42099 -0.297 0.032 0.060 0.279
C 7.19720 2.12552 1.34358 0.321 0.385 -0.285 0.223
Cl 8.54634 1.09645 1.86755 -0.127 -0.012 0.025 -0.108
Cl 7.50494 3.79816 1.82403 -0.775 -0.843 0.419 -0.026
Cl 7.04817 2.04951 -0.41835 -0.123 -0.143 0.442 0.035
Cl 5.69283 1.56647 2.12035 0.003 1.056 -0.781 -0.118
C 6.28700 -2.63826 8.21413 0.028 0.134 0.628 0.285
Cl 7.66458 -3.65386 8.67213 -0.163 0.119 -0.162 -0.102
Cl 6.62437 -0.95171 8.63978 -0.032 -0.201 -0.132 -0.101
Cl 6.02194 -2.76351 6.45448 0.103 0.203 1.641 0.130
Cl 4.83607 -3.18651 9.06197 0.224 0.079 -0.261 -0.070
C -1.23400 -2.34841 -0.31778 -0.211 0.024 -0.167 0.099
Cl 0.09774 -3.41804 0.17735 -0.075 0.059 0.094 -0.010
Cl -0.90936 -0.69955 0.24789 0.035 -0.144 0.022 -0.074
Cl -1.35561 -2.35996 -2.07965 -0.082 -0.023 0.173 -0.080
Cl -2.75078 -2.92550 0.39111 1.034 0.567 -0.291 0.072
C 10.89609 6.18112 0.08973 0.061 0.249 0.002 0.184
Cl 12.00738 6.37547 1.45575 -0.169 0.009 -0.150 -0.071
Cl 10.28334 7.76695 -0.40278 0.094 -0.166 0.124 -0.039
Cl 11.75151 5.42604 -1.27210 -0.610 0.861 -0.366 -0.119
Cl 9.53658 5.14751 0.57428 0.803 0.456 -0.398 0.106
C 8.14790 9.01504 -3.55044 -0.025 0.026 -0.038 0.287
Cl 8.78279 7.36015 -3.54944 -0.089 0.103 -0.092 -0.038
Cl 9.46589 10.15250 -3.21688 -0.132 -0.129 -0.013 -0.089
Cl 7.44080 9.37672 -5.13407 0.084 -0.042 0.193 -0.106
Cl 6.90300 9.16882 -2.29664 0.133 -0.032 -0.093 -0.062
C -6.30400 -4.29887 2.43137 -0.194 0.064 0.100 0.162
Cl -4.96651 -4.10056 1.27905 -0.908 -0.585 0.344 -0.062
Cl -5.72920 -3.95573 4.07098 0.001 -0.016 -0.129 -0.011
Cl -7.60468 -3.17364 2.01710 0.585 -0.213 0.180 0.104
Cl -6.90884 -5.96293 2.35150 0.066 0.177 -0.007 -0.106
C 3.03943 -3.85751 -2.62402 0.009 0.084 -0.279 0.178
Cl 4.62189 -3.46439 -3.30547 -0.143 -0.273 0.123 0.024
Cl 2.31783 -5.19281 -3.53465 0.066 0.169 0.183 -0.100
Cl 3.23008 -4.33651 -0.92055 0.072 -0.004 -0.080 -0.087
Cl 1.99014 -2.43166 -2.72831 0.195 -0.170 0.048 -0.016
C -11.71387 -3.30128 1.12270 -0.107 -0.142 -0.022 0.218
Cl -10.40104 -4.38954 1.60450 -0.612 -0.115 -0.462 -0.037
Cl -11.36326 -1.66059 1.70123 0.006 -0.121 -0.070 -0.076
Cl -11.84932 -3.28658 -0.64640 0.124 0.079 0.227 -0.064
Cl -13.23868 -3.86461 1.83166 0.253 0.126 -0.013 -0.064
C -3.40436 0.84900 -3.95665 -0.177 -0.076 -0.131 0.239
Cl -4.87154 -0.13945 -3.88707 0.344 -0.001 0.000 -0.055
Cl -2.69833 0.94633 -2.32319 -0.036 -0.360 -0.524 0.013
Cl -2.23588 0.10321 -5.06228 -0.069 0.084 0.171 -0.094
Cl -3.81547 2.46938 -4.53967 -0.124 -0.310 -0.016 -0.082
C -4.67885 -1.33189 7.31527 -0.137 0.063 0.057 0.287
Cl -3.99557 -0.19374 8.48925 -0.058 -0.132 -0.137 -0.105
Cl -5.48193 -2.65771 8.17369 0.101 0.135 -0.126 -0.083
Cl -5.85586 -0.49168 6.29112 0.148 -0.120 0.087 -0.045
Cl -3.37851 -1.98779 6.30144 -0.067 0.031 0.040 -0.058
C 13.94380 2.11740 0.80056 0.101 0.050 -0.037 0.250
Cl 15.33394 2.78942 1.66999 -0.178 -0.091 -0.080 -0.101
Cl 12.88616 1.26575 1.94588 0.059 0.049 -0.054 -0.106
Cl 13.03797 3.43199 0.02446 0.608 -1.012 0.477 0.049
Cl 14.51243 0.98046 -0.43495 -0.079 0.109 0.147 -0.102
C -0.88484 5.19980 -2.50385 0.015 0.005 -0.099 0.251
Cl 0.45756 5.40089 -3.64497 -0.122 -0.012 0.123 -0.102
Cl -0.31680 5.53828 -0.85751 -0.047 -0.027 -0.136 -0.104
Cl -2.18912 6.32449 -2.92161 0.143 -0.133 0.053 -0.106
Cl -1.49103 3.53476 -2.58954 0.493 0.789 0.248 0.031
C -15.85512 -4.40520 -1.50904 -0.012 -0.022 -0.001 0.317
Cl -14.54028 -5.49262 -1.02554 -0.244 0.034 -0.125 -0.070
Cl -15.51062 -2.76420 -0.93326 -0.061 -0.157 -0.072 -0.070
Cl -15.99178 -4.39376 -3.27629 0.022 0.002 0.185 -0.093
Cl -17.37879 -4.97063 -0.80201 0.169 0.063 -0.071 -0.091
C -9.01448 0.78702 -4.38601 0.049 0.033 -0.042 0.131
Cl -9.90420 0.23136 -2.94721 0.262 -0.328 -0.313 -0.060
Cl -10.08027 1.75690 -5.42027 0.530 -0.552 0.359 0.004
Cl -7.62847 1.76627 -3.87706 -0.294 -0.020 -0.034 0.033
Cl -8.44084 -0.62107 -5.29850 -0.041 0.119 0.126 -0.110
C -11.24438 -3.59728 5.76785 0.003 0.013 0.024 0.229
Cl -9.90792 -3.40747 4.61909 -0.071 0.071 0.414 0.053
Cl -10.66535 -3.26297 7.41022 -0.059 -0.036 -0.154 -0.107
Cl -12.54200 -2.46243 5.35635 0.148 -0.116 0.045 -0.077
Cl -11.86172 -5.25678 5.68449 0.069 0.177 -0.015 -0.092
C 5.89686 0.57207 -4.53138 -0.077 0.031 -0.064 0.213
Cl 4.67610 -0.09536 -3.43074 0.170 0.248 -0.100 -0.042
Cl 6.85063 1.81069 -3.69168 -0.055 -0.054 -0.124 -0.056
Cl 6.97422 -0.72642 -5.07653 -0.259 0.791 0.181 0.021
Cl 5.09362 1.29834 -5.93116 0.134 -0.107 0.189 -0.094
C -11.43684 4.62238 -2.37828 0.010 0.033 0.014 0.188
Cl -10.78111 2.97858 -2.49157 -0.335 0.668 0.354 0.074
Cl -10.12931 5.75484 -1.98530 -0.117 -0.104 -0.036 -0.105
Cl -12.16428 5.07474 -3.92900 0.088 -0.070 0.158 -0.032
Cl -12.67106 4.68021 -1.10670 0.131 -0.006 -0.128 -0.106
C 7.44482 -5.12362 -6.00652 0.075 -0.153 -0.076 0.292
Cl 8.17866 -6.18980 -4.79472 -0.084 0.117 -0.110 -0.103
Cl 7.32422 -3.47768 -5.35143 0.058 -0.767 -0.167 -0.052
Cl 8.45012 -5.10485 -7.46467 -0.122 0.029 0.185 -0.096
Cl 5.82422 -5.71523 -6.41132 0.172 0.100 0.074 -0.088
C 8.92672 0.98356 -8.33760 0.021 0.000 -0.052 0.296
Cl 10.26809 1.19211 -9.47553 -0.161 -0.029 0.147 -0.096
Cl 9.47637 1.38267 -6.69738 -0.062 -0.033 -0.181 -0.063
Cl 7.59375 2.05983 -8.79160 0.145 -0.119 0.060 -0.083
Cl 8.36901 -0.70089 -8.38453 0.075 0.178 -0.003 -0.064
C 5.04212 7.21291 2.20649 -0.054 0.118 -0.022 0.259
Cl 5.01292 8.81448 2.96110 0.011 -0.221 -0.091 -0.088
Cl 3.76039 7.10940 0.98667 0.151 -0.015 0.124 -0.076
Cl 6.61586 6.95249 1.43193 -0.131 0.155 0.036 -0.002
Cl 4.78123 5.96973 3.44580 0.029 0.082 -0.100 -0.104
C -5.74558 0.38315 1.20494 -0.110 -0.020 -0.006 0.032
Cl -5.03212 -0.72533 2.39212 -0.048 0.172 -0.042 -0.022
Cl -5.82100 2.01391 1.89450 0.017 -0.173 -0.073 -0.109
Cl -4.74410 0.40619 -0.25808 -0.342 -0.037 0.453 0.105
Cl -7.38460 -0.15861 0.79352 0.209 0.282 -0.058 -0.045
C -13.26359 3.89190 -7.88912 -0.063 0.003 -0.074 0.316
Cl -13.65900 5.41428 -7.07054 0.045 -0.143 -0.085 -0.098
Cl -14.67018 2.81573 -7.84671 0.175 0.123 0.014 -0.093
Cl -12.82356 4.22444 -9.57292 -0.039 -0.034 0.201 -0.094
Cl -11.89865 3.11243 -7.06454 -0.518 0.355 -0.451 -0.043
```
Positions in Å, forces in eV/Å.

Values from the calculation:
LUMO level   -4.605 eV
Kohn-Sham gap   7.3 eV
Energy   -44744.0155 Eh
HOMO level   -11.90 eV
Net charge   +1

Record 2
A molecular structure, C29H18AuN4S at a distorted geometry, computed with ωB97M-V/def2-TZVPD.

```
53
Properties=species:S:1:pos:R:3:forces:R:3:mulliken_charge:R:1
Au -0.04382 0.05900 0.01733 0.297 0.439 0.224 0.765
N 0.31986 0.19766 10.27093 0.024 -0.001 0.462 -0.466
C 0.27399 0.18348 9.12720 0.010 -0.033 0.353 -0.111
C 0.21429 0.17406 7.71202 -0.047 0.028 -0.872 0.489
C -0.57003 1.11739 7.04747 0.087 -0.094 0.099 -0.863
C -0.60195 1.13576 5.66875 0.109 -0.071 -0.131 -0.376
C 0.12164 0.19801 4.92677 0.036 0.000 0.415 -0.224
C 0.87416 -0.76539 5.60367 -0.194 -0.022 -0.077 -0.616
C 0.93534 -0.77105 6.98186 -0.099 0.093 0.142 -0.810
C 0.11017 0.24709 3.45475 0.122 0.024 -0.366 0.884
C -1.14303 0.31344 2.83011 -0.224 -0.090 0.564 0.302
C -2.39792 0.12103 3.47649 0.373 -0.123 -0.332 -0.230
C -3.37210 0.19731 2.50981 0.051 0.189 -0.223 -1.067
C -2.71046 0.47061 1.30344 -0.314 -0.029 0.126 -0.525
N -1.39045 0.53565 1.48551 0.383 -0.061 -0.107 -0.301
C 1.35996 0.21661 2.81639 -0.135 0.155 0.744 0.473
C 2.64182 0.19380 3.43774 -0.199 -0.136 -0.288 -0.476
C 3.57385 0.01072 2.44110 -0.105 0.141 -0.100 -1.272
C 2.86315 -0.01041 1.23137 0.276 -0.018 -0.108 -0.320
N 1.56697 0.13633 1.46058 -0.550 -0.115 -0.528 -0.021
H -1.14793 1.83065 7.61455 0.024 0.088 0.060 0.477
H -1.17815 1.89211 5.15800 -0.025 0.064 -0.041 0.599
H 1.38515 -1.53545 5.04529 0.073 0.000 -0.038 0.647
H 1.53667 -1.50338 7.49837 -0.007 -0.076 0.052 0.479
H -2.53667 -0.09699 4.51628 -0.029 -0.011 0.171 0.646
H -4.43117 0.09174 2.63848 -0.184 0.031 0.006 0.498
H -3.15626 0.65681 0.34366 -0.014 -0.063 -0.230 0.488
H 2.82895 0.29220 4.48905 0.038 0.056 0.099 0.664
H 4.63963 -0.06444 2.53751 0.155 0.042 0.027 0.456
H 3.26298 -0.08562 0.23794 0.017 -0.043 -0.243 0.497
S 2.63324 -1.89137 -3.09204 -0.259 0.302 0.246 -0.263
C 2.88282 -0.17426 -3.26902 -0.379 0.016 0.323 0.993
C 3.77146 0.50015 -4.09193 0.006 0.078 -0.045 -0.637
C 3.79030 1.88014 -4.02963 0.035 -0.086 -0.025 -0.454
C 2.93959 2.57689 -3.16973 -0.099 0.016 0.058 -0.697
C 2.04817 1.91238 -2.35571 -0.040 -0.161 0.019 -0.533
C 2.01506 0.52082 -2.40539 0.776 0.435 -0.717 -0.179
N 1.21160 -0.30129 -1.66711 -0.381 -0.685 0.589 -0.261
C 1.42802 -1.57788 -1.89442 0.533 0.286 -0.534 0.998
C 0.73585 -2.58180 -1.12851 -0.351 -0.526 0.364 0.565
C 0.91832 -3.96017 -1.27933 -0.023 0.498 -0.002 -0.739
C 0.23093 -4.82325 -0.44878 0.026 -0.290 -0.019 -0.791
C -0.63716 -4.34768 0.52027 -0.028 0.192 -0.051 -0.667
C -0.82931 -2.97752 0.67632 -0.153 0.010 0.114 -0.343
C -0.14329 -2.13039 -0.14815 0.293 -0.235 -0.196 0.004
H 4.42147 -0.03929 -4.76129 0.112 -0.032 -0.077 0.419
H 4.47516 2.43353 -4.65280 0.061 0.011 -0.076 0.408
H 2.97325 3.65504 -3.14782 0.027 0.084 0.008 0.410
H 1.38298 2.43745 -1.68706 -0.060 0.124 0.058 0.395
H 1.60189 -4.32733 -2.03159 0.025 -0.151 -0.052 0.422
H 0.37491 -5.88558 -0.55269 0.029 -0.159 -0.033 0.409
H -1.17200 -5.02551 1.16604 -0.027 -0.158 0.035 0.431
H -1.51018 -2.60460 1.42630 -0.070 0.067 0.154 0.423
```
Positions in Å, forces in eV/Å.

Values from the calculation:
LUMO level (alpha / beta)   -4.128 / -5.867 eV
Kohn-Sham gap (alpha / beta)   6.9 / 5.2 eV
⟨S²⟩   2.01
Spin multiplicity   3
Energy   -1868.4888 Eh
HOMO level (alpha / beta)   -11.06 / -11.04 eV
Relative energy (zero: lowest compared OMol25 entry of this formula, charge and spin)   2.88 kcal/mol
Net charge   +1

Record 3
A molecular structure, C29H18Cl7GaGeNO2S, computed with ωB97M-V/def2-TZVPD.

```
60
Properties=species:S:1:pos:R:3:forces:R:3:mulliken_charge:R:1
Ga 0.80721 0.58041 1.45822 -0.146 -0.144 -0.416 -0.046
Cl 2.10147 1.71025 3.36104 0.157 0.130 0.135 -0.153
C 1.53611 3.31756 2.93939 0.014 0.000 0.018 0.785
C 1.47112 4.24878 3.95696 0.019 -0.021 0.013 -0.809
C 1.04706 5.53119 3.65591 -0.018 0.013 -0.037 -0.413
C 0.69660 5.85840 2.35703 0.011 0.014 0.024 -0.650
C 0.75691 4.90015 1.35906 -0.006 0.000 -0.009 0.366
Cl 0.30896 5.35441 -0.24754 -0.004 -0.004 0.007 -0.199
C 1.17423 3.59181 1.62279 -0.013 -0.026 -0.063 -0.214
S 1.22982 2.41827 0.29284 -0.083 0.013 0.157 -0.139
H 1.74859 3.97218 4.96383 0.006 -0.008 -0.001 0.445
H 0.98888 6.27606 4.43662 0.006 0.008 0.000 0.393
H 0.36986 6.85742 2.10651 -0.007 0.000 -0.007 0.434
Cl -4.73593 -3.34490 1.09950 0.010 0.015 0.005 -0.176
C -3.47935 -2.28772 1.60224 -0.009 -0.009 -0.029 -0.044
C -3.46356 -1.76999 2.89360 0.008 -0.005 0.010 0.483
Cl -4.70840 -2.17040 4.00089 0.004 0.006 -0.007 -0.170
C -2.42021 -0.93486 3.29188 -0.027 0.007 0.018 0.051
Cl -2.33731 -0.29339 4.88064 0.002 -0.015 -0.019 -0.167
C -1.41175 -0.60251 2.39703 0.089 0.034 -0.024 -0.286
O -0.37926 0.16535 2.77192 0.017 0.015 0.077 -0.501
C -1.44627 -1.09280 1.08883 -0.024 0.034 0.080 0.020
O -0.39182 -0.68701 0.29705 -0.054 -0.062 -0.108 0.038
C -2.45946 -1.95328 0.70997 -0.016 -0.039 -0.086 0.828
Cl -2.42230 -2.64574 -0.86826 0.145 -0.236 0.134 -0.142
Cl 5.67817 -1.10802 -0.68677 0.008 0.003 -0.001 -0.172
C 4.30640 -1.48701 0.27177 0.036 0.022 -0.006 -0.063
C 4.11558 -2.76283 0.77852 -0.004 -0.048 0.023 -0.185
C 2.98200 -3.02197 1.53241 0.011 -0.001 0.002 -0.856
C 2.07545 -2.00615 1.75102 0.019 0.015 -0.032 -0.161
N 2.27738 -0.77579 1.25598 -0.073 -0.071 0.083 0.560
C 3.36864 -0.50559 0.53216 0.028 0.031 0.058 -0.305
H 4.84545 -3.53697 0.58393 0.004 0.001 -0.009 0.492
H 2.80087 -4.00386 1.94449 -0.004 0.001 0.002 0.467
H 1.17020 -2.15680 2.32562 -0.005 0.009 -0.006 0.482
H 3.48347 0.50643 0.16383 -0.022 0.004 -0.011 0.524
Ge -0.31935 -0.42134 -1.62534 0.134 0.248 0.314 -0.004
C -1.81117 0.70101 -2.06182 0.010 -0.052 -0.131 0.610
C -3.15720 0.33986 -2.00330 -0.064 0.077 -0.027 0.245
C -4.13568 1.26370 -2.33722 0.014 0.011 -0.006 -0.856
C -3.78029 2.54214 -2.74437 -0.012 -0.003 -0.014 -0.478
C -2.44393 2.90494 -2.81604 0.024 0.007 0.009 -0.760
C -1.45952 1.99043 -2.47191 -0.137 -0.014 0.044 -0.269
C 0.30201 -1.98851 -2.53796 -0.136 -0.054 -0.043 0.531
C -0.47357 -2.69318 -3.45810 0.093 -0.017 0.016 -0.268
C 0.06665 -3.77594 -4.13386 0.003 0.015 0.006 -0.751
C 1.37859 -4.16324 -3.88994 -0.016 0.000 -0.002 -0.530
C 2.15980 -3.45754 -2.98708 0.016 0.023 0.022 -0.620
C 1.62558 -2.36317 -2.32148 -0.046 -0.075 -0.040 -0.094
H 0.92939 0.46992 -1.47084 0.019 -0.030 -0.048 -0.239
H -3.45352 -0.65432 -1.69972 -0.027 0.171 -0.070 0.365
H -5.17881 0.98203 -2.28312 -0.004 -0.001 -0.001 0.430
H -4.54891 3.25602 -3.00922 0.001 0.009 0.005 0.406
H -2.16634 3.90116 -3.13339 0.002 0.003 -0.004 0.423
H -0.41998 2.28985 -2.51462 0.041 0.021 0.010 0.404
H -1.49620 -2.39543 -3.65655 -0.020 0.005 0.002 0.448
H -0.53310 -4.31691 -4.85327 -0.002 -0.007 0.000 0.412
H 1.79579 -5.01193 -4.41505 0.002 -0.003 -0.009 0.399
H 3.18779 -3.74968 -2.81588 0.010 -0.002 0.001 0.429
H 2.24715 -1.79094 -1.64084 0.012 -0.019 -0.010 0.250
```
Positions in Å, forces in eV/Å.

Values from the calculation:
LUMO level   -3.487 eV
Kohn-Sham gap   7.5 eV
Energy   -8942.2826 Eh
HOMO level   -11.02 eV
Relative energy (zero: lowest compared OMol25 entry of this formula, charge and spin)   0.00 kcal/mol
Net charge   +1